{"formula": "C23H26N2O7", "method": "wB97M-V/def2-TZVPD", "elements": ["C", "N", "C", "O", "C", "C", "C", "C", "C", "C", "C", "C", "N", "C", "C", "O", "H", "H", "H", "H", "H", "H", "H", "H", "H", "H", "H", "H", "H", "H", "H", "H", "O", "C", "O", "C", "C", "C", "O", "C", "C", "C", "C", "C", "C", "C", "O", "O", "H", "H", "H", "H", "H", "H", "H", "H", "H", "H"], "positions_angstrom": [[0.6056, -7.6773, 4.6913], [0.5027, -6.2581, 4.3536], [0.4954, -5.7576, 3.1129], [0.5846, -6.4762, 2.1202], [0.3889, -4.2348, 2.9063], [-1.0596, -3.8035, 2.6132], [-1.1396, -2.8872, 1.4134], [-1.3754, -1.5086, 1.5651], [-1.3787, -0.6723, 0.4343], [-1.1422, -1.2144, -0.8418], [-0.9136, -2.5915, -0.9944], [-0.9138, -3.4270, 0.1333], [1.0120, -3.3389, 3.9026], [0.7524, -3.2571, 5.2086], [1.5819, -2.2687, 5.9936], [-0.0909, -3.9318, 5.7821], [0.0349, -7.8858, 5.5975], [1.6506, -7.9428, 4.8545], [0.2096, -8.2889, 3.8777], [0.3499, -5.5985, 5.1094], [0.9491, -4.0769, 1.9846], [-1.5049, -3.3251, 3.4864], [-1.6613, -4.6863, 2.3917], [-1.5401, -1.0903, 2.5479], [-1.5471, 0.3892, 0.5485], [-1.1242, -0.5736, -1.7077], [-0.7298, -3.0074, -1.9747], [-0.7244, -4.4864, 0.0193], [1.7142, -2.7094, 3.5505], [2.6358, -2.5208, 5.8930], [1.2954, -2.3199, 7.0436], [1.4005, -1.2643, 5.6165], [0.9541, 5.8217, -7.4347], [1.8987, 6.1336, -6.7304], [2.8458, 7.0149, -7.1141], [2.0387, 5.5006, -5.3450], [0.6930, 5.3659, -4.5892], [0.8148, 4.6619, -3.2313], [1.8654, 4.7179, -2.5997], [-0.2907, 3.8191, -2.7382], [-0.5645, 2.6251, -3.4301], [-1.5858, 1.7691, -3.0169], [-2.3413, 2.0827, -1.8889], [-2.0802, 3.2582, -1.1836], [-1.0702, 4.1534, -1.5945], [-0.8918, 5.4119, -0.8312], [-1.2048, 5.4246, 0.3488], [-0.4590, 6.5184, -1.4762], [2.5835, 7.2998, -8.0029], [2.7242, 6.1167, -4.7546], [2.4990, 4.5159, -5.4655], [0.2692, 6.3600, -4.4180], [-0.0158, 4.8095, -5.2099], [0.0267, 2.3516, -4.3005], [-1.7873, 0.8569, -3.5720], [-3.1341, 1.4162, -1.5596], [-2.6845, 3.4890, -0.3087], [-0.4211, 7.1979, -0.7860]], "atomic_forces_ev_per_a": [[0.0, 0.3, -0.5], [-0.2, 0.2, 0.8], [0.4, -0.8, -0.3], [-0.2, 0.5, 0.0], [-0.1, 0.3, 0.3], [-0.5, 0.0, -0.3], [0.1, 0.4, -0.2], [0.2, -0.4, -1.1], [0.2, -0.9, -0.2], [0.0, -0.4, 0.8], [-0.1, 0.3, 0.9], [-0.1, 1.0, -0.2], [0.4, -0.4, -1.0], [-0.2, 0.2, 1.0], [-0.1, 0.0, -0.1], [-0.3, -0.3, -0.1], [0.1, 0.1, -0.1], [0.0, -0.1, 0.0], [0.1, 0.2, 0.1], [-0.1, -0.1, -0.1], [0.1, -0.1, 0.1], [0.1, -0.1, 0.1], [0.0, -0.1, 0.1], [0.0, 0.0, 0.1], [0.0, 0.1, 0.0], [0.0, 0.1, -0.1], [0.0, 0.0, -0.1], [0.0, -0.1, 0.1], [0.0, -0.1, 0.0], [0.1, 0.1, 0.0], [0.0, 0.0, -0.2], [0.2, 0.1, 0.0], [1.0, 0.6, 0.2], [-1.6, -1.0, 0.0], [-0.3, -0.4, 0.4], [0.5, 0.9, 0.5], [0.0, -0.4, -0.4], [2.5, 0.6, -0.1], [-1.2, 0.0, -0.6], [-1.6, -0.5, 0.5], [-0.2, 0.2, 0.3], [0.2, 0.3, 0.2], [0.3, 0.3, 0.0], [0.2, 0.1, -0.1], [0.3, -0.8, -1.5], [-0.7, -0.2, 1.8], [0.5, 0.5, -1.0], [-0.1, -0.8, 0.1], [0.1, 0.0, 0.0], [0.0, -0.3, 0.0], [0.0, 0.1, -0.1], [-0.1, -0.1, 0.1], [0.0, 0.2, 0.0], [0.0, 0.1, 0.1], [0.1, 0.1, 0.1], [0.1, 0.1, 0.0], [0.2, 0.1, -0.2], [0.1, 0.1, -0.1]], "de_lowest_ev": 1.000, "smiles": "CNC(=O)[C@@H](Cc1ccccc1)NC(C)=O.O=C(O)CCC(=O)c1ccccc1C(=O)O", "homo_lumo_gap_ev": 9.105, "e_tot_ha": -1528.309248, "fmax_ev_per_a": 2.544}

{"formula": "C23H26N3OPdS2", "method": "wB97M-V/def2-TZVPD", "elements": ["Pd", "S", "C", "N", "C", "C", "C", "C", "C", "C", "S", "H", "H", "H", "H", "N", "C", "N", "C", "C", "C", "C", "C", "H", "H", "H", "H", "H", "H", "H", "H", "H", "H", "C", "C", "C", "C", "C", "C", "C", "O", "C", "C", "C", "H", "H", "H", "H", "H", "H", "H", "H", "H", "H", "H", "H"], "positions_angstrom": [[-0.1071, -0.0365, -0.1417], [-0.4535, 1.7781, 1.2943], [1.0325, 2.2603, 0.5648], [1.4508, 1.5400, -0.4386], [2.6828, 1.9391, -0.9087], [3.3993, 1.3683, -1.9581], [4.6151, 1.9221, -2.3029], [5.1211, 3.0331, -1.6226], [4.4191, 3.6116, -0.5826], [3.1987, 3.0526, -0.2257], [2.1050, 3.5363, 1.0419], [2.9849, 0.5166, -2.4817], [5.1866, 1.4960, -3.1166], [6.0775, 3.4451, -1.9140], [4.8030, 4.4757, -0.0569], [-0.2603, -1.5153, -1.6891], [0.1881, -2.1332, -2.5634], [0.6663, -2.8487, -3.5300], [1.6377, -3.9234, -3.2838], [1.0120, -5.2777, -3.6020], [0.4370, -5.2833, -5.0207], [-0.5595, -4.1379, -5.2139], [0.1033, -2.8037, -4.8877], [1.9782, -3.8649, -2.2512], [2.4972, -3.7479, -3.9361], [0.2198, -5.4907, -2.8793], [1.7741, -6.0512, -3.4973], [-0.0452, -6.2393, -5.2229], [1.2524, -5.1762, -5.7429], [-1.4265, -4.2815, -4.5642], [-0.9189, -4.1123, -6.2431], [-0.5945, -1.9716, -4.9583], [0.9284, -2.6215, -5.5811], [4.7459, -4.4161, 5.7662], [3.8841, -3.9078, 4.6519], [3.0979, -4.7734, 3.8977], [2.2897, -4.3192, 2.8738], [1.4628, -5.3195, 2.1058], [2.2670, -2.9347, 2.5802], [1.3897, -2.4812, 1.5279], [1.2868, -1.3261, 1.1232], [3.0743, -2.0363, 3.3325], [3.1102, -0.5565, 3.0807], [3.8556, -2.5489, 4.3516], [4.6685, -5.4957, 5.8770], [4.4578, -3.9501, 6.7100], [5.7918, -4.1611, 5.5884], [3.1151, -5.8336, 4.1215], [1.6359, -6.3203, 2.4946], [1.7242, -5.3235, 1.0464], [0.3955, -5.1102, 2.1937], [0.7555, -3.2532, 1.0669], [3.4215, -0.3338, 2.0612], [3.7981, -0.0736, 3.7729], [2.1196, -0.1159, 3.2063], [4.4702, -1.8732, 4.9356]], "atomic_forces_ev_per_a": [[-0.3, 0.5, -0.2], [0.2, -0.7, -0.3], [0.5, 0.4, 0.0], [-0.9, -0.2, 0.2], [0.4, 0.1, -0.1], [-0.1, 0.0, 0.1], [0.0, 0.0, 0.0], [0.0, 0.0, 0.0], [0.0, 0.1, 0.0], [-0.2, -0.2, -0.1], [-0.1, -0.1, -0.1], [0.1, 0.0, 0.0], [0.0, 0.0, 0.0], [0.0, 0.0, 0.0], [0.0, 0.0, 0.0], [0.5, 0.2, 0.3], [-0.1, 0.0, 0.0], [0.1, 0.1, -0.1], [0.0, -0.3, 0.1], [0.0, 0.1, -0.1], [-0.1, 0.0, 0.1], [0.2, 0.0, 0.0], [-0.2, -0.1, -0.2], [0.0, 0.1, 0.0], [0.0, 0.1, 0.0], [0.0, 0.0, 0.0], [0.0, 0.0, 0.0], [0.0, 0.0, 0.0], [0.0, 0.0, 0.0], [0.0, 0.0, 0.0], [0.0, 0.0, 0.0], [0.0, 0.0, 0.1], [0.0, 0.1, 0.0], [0.0, 0.0, 0.1], [-0.1, 0.0, -0.1], [0.1, -0.1, 0.1], [-0.1, 0.2, -0.1], [0.0, 0.0, 0.0], [0.3, 0.0, 0.3], [-0.2, 0.0, -0.1], [0.1, 0.1, 0.2], [-0.1, -0.1, -0.1], [-0.1, 0.0, 0.0], [0.0, 0.0, 0.0], [0.0, 0.0, 0.0], [0.0, 0.0, 0.0], [0.0, 0.0, 0.0], [0.0, 0.0, 0.0], [0.0, 0.0, 0.0], [0.0, 0.0, 0.0], [0.0, 0.0, 0.0], [0.0, 0.0, 0.0], [0.0, 0.0, 0.0], [0.0, 0.0, 0.0], [0.0, 0.0, 0.0], [0.0, 0.0, 0.0]], "de_lowest_ev": 1.407, "homo_lumo_gap_ev": [6.124, 6.164], "charge": 1, "e_tot_ha": -2055.581467, "fmax_ev_per_a": 0.913}

{"formula": "C23H26N4O5S", "method": "wB97M-V/def2-TZVPD", "elements": ["C", "C", "C", "C", "C", "C", "C", "C", "C", "O", "N", "C", "C", "C", "C", "S", "O", "O", "N", "C", "C", "C", "O", "C", "C", "C", "C", "C", "N", "N", "C", "O", "C", "H", "H", "H", "H", "H", "H", "H", "H", "H", "H", "H", "H", "H", "H", "H", "H", "H", "H", "H", "H", "H", "H", "H", "H", "H", "H"], "positions_angstrom": [[0.8895, 8.6037, 5.0133], [0.8884, 7.1289, 4.7560], [0.9723, 6.6439, 3.4518], [0.9779, 5.2893, 3.2101], [0.9010, 4.3604, 4.2508], [0.9105, 2.9342, 3.9696], [0.9860, 2.2872, 2.7169], [0.9627, 0.9326, 3.0023], [1.0128, -0.3003, 2.2036], [0.9859, -1.3933, 2.7347], [1.0861, -0.0769, 0.8566], [1.1650, -1.0060, -0.1775], [1.2439, -2.3799, 0.0492], [1.3240, -3.2472, -1.0253], [1.3209, -2.7540, -2.3167], [1.3226, -3.8939, -3.6998], [1.8903, -5.1357, -3.2727], [1.8658, -3.2260, -4.8447], [-0.2891, -4.1822, -4.0179], [-1.0214, -3.1145, -4.6685], [-2.1271, -2.5778, -3.7608], [-2.9215, -1.4695, -4.4400], [-3.0389, -3.6062, -3.4170], [-2.4919, -4.9077, -3.2415], [-2.7973, -5.8142, -4.4370], [-0.9935, -4.8524, -2.9439], [1.2540, -1.3931, -2.5538], [1.1801, -0.5193, -1.4876], [0.8780, 0.8343, 4.3495], [0.8458, 2.0148, 4.9383], [0.8162, 4.8462, 5.5683], [0.7375, 4.0435, 6.6447], [0.8112, 6.2215, 5.7949], [0.0981, 9.0890, 4.4440], [1.8379, 9.0388, 4.6996], [0.7429, 8.8154, 6.0687], [1.0335, 7.3384, 2.6270], [1.0441, 4.9383, 2.1918], [1.0493, 2.7549, 1.7563], [1.0824, 0.8897, 0.5617], [1.2444, -2.7550, 1.0588], [1.4151, -4.3113, -0.8754], [-0.3108, -2.3337, -4.9384], [-1.4713, -3.4963, -5.5924], [-1.6641, -2.1800, -2.8382], [-2.2781, -0.6196, -4.6481], [-3.7338, -1.1573, -3.7904], [-3.3460, -1.8367, -5.3703], [-3.0069, -5.3133, -2.3592], [-2.6559, -6.8527, -4.1508], [-3.8301, -5.6681, -4.7422], [-2.1417, -5.5941, -5.2734], [-0.8407, -4.3314, -1.9863], [-0.5802, -5.8583, -2.8581], [1.2856, -1.0338, -3.5698], [1.1361, 0.5459, -1.6646], [0.8437, -0.0268, 4.8751], [0.7535, 3.1114, 6.3499], [0.7450, 6.5562, 6.8188]], "atomic_forces_ev_per_a": [[0.0, 0.0, 0.0], [0.0, -0.2, 0.1], [0.0, 0.0, -0.1], [0.0, 0.0, 0.2], [0.0, 0.3, 0.3], [0.0, -0.6, -0.2], [0.0, -0.4, 0.2], [0.0, 0.6, 0.5], [0.0, -0.1, -0.3], [0.0, 0.0, 0.1], [0.0, 0.4, 0.1], [0.0, -0.4, -0.3], [0.0, 0.0, 0.2], [0.1, 0.0, 0.0], [0.0, -0.5, -0.5], [-0.2, -0.1, -0.2], [-0.2, 0.0, 0.4], [-0.2, 0.3, 0.1], [1.1, 0.0, 0.1], [-0.4, 0.4, -0.2], [0.2, 0.4, -0.1], [0.2, -0.4, 0.3], [-0.2, 0.0, -0.1], [0.1, -0.4, 0.0], [0.0, 0.3, 0.3], [-0.3, -0.3, 0.5], [0.0, 0.1, 0.0], [0.0, -0.1, 0.1], [0.0, -0.3, -0.6], [0.0, 0.4, 0.3], [0.0, 0.1, -0.3], [0.0, -0.1, 0.1], [0.0, 0.0, 0.0], [0.0, 0.1, 0.0], [0.0, 0.1, 0.0], [0.0, 0.1, 0.1], [0.0, 0.1, -0.1], [0.0, 0.0, -0.1], [0.0, 0.1, -0.2], [0.0, -0.2, 0.1], [0.0, 0.0, 0.0], [0.0, -0.1, 0.1], [-0.2, 0.1, -0.1], [0.0, 0.1, 0.0], [-0.1, -0.1, -0.2], [0.1, 0.1, 0.0], [-0.1, 0.1, 0.0], [-0.1, 0.0, -0.1], [0.2, 0.0, -0.1], [0.0, -0.1, 0.0], [-0.1, 0.0, 0.0], [0.1, 0.0, -0.2], [-0.1, -0.1, -0.1], [-0.2, 0.0, 0.1], [0.0, 0.1, -0.1], [0.0, 0.1, 0.0], [0.0, 0.1, 0.0], [0.0, 0.0, 0.1], [0.0, 0.1, 0.1]], "de_lowest_ev": 2.410, "smiles": "Cc1ccc(-c2cc(C(=O)Nc3ccc(S(=O)(=O)N4C[C@@H](C)O[C@@H](C)C4)cc3)[nH]n2)c(O)c1", "homo_lumo_gap_ev": 8.157, "e_tot_ha": -1885.482349, "fmax_ev_per_a": 1.139}